*one*
{"formula": "C26H45IrN7PS4", "method": "ωB97M-V/def2-TZVPD", "lumo_energy_ev": -1.1, "spin_multiplicity": 1, "homo_energy_ev": -7.49, "symbols": ["Ir", "S", "S", "S", "S", "P", "N", "N", "N", "N", "N", "N", "N", "C", "C", "C", "C", "C", "C", "C", "C", "C", "C", "C", "C", "C", "C", "C", "C", "C", "C", "C", "C", "C", "C", "C", "C", "C", "C", "H", "H", "H", "H", "H", "H", "H", "H", "H", "H", "H", "H", "H", "H", "H", "H", "H", "H", "H", "H", "H", "H", "H", "H", "H", "H", "H", "H", "H", "H", "H", "H", "H", "H", "H", "H", "H", "H", "H", "H", "H", "H", "H", "H", "H"], "positions_angstrom": [[0.48704, 0.05464, 0.06174], [0.44921, 2.17864, 1.30357], [-2.12114, 2.83826, -1.44192], [-2.49378, -2.21185, 3.06216], [0.26225, 1.13153, -1.83030], [0.86428, -1.78114, -1.33661], [1.62079, -1.29532, 2.71971], [-0.78975, -0.95200, 1.26140], [-1.48412, 3.91860, 1.86670], [-2.12320, 1.72427, 1.77568], [1.93629, -0.44464, 1.60775], [-0.32016, 6.26676, -1.83825], [2.95155, 3.28953, -2.00308], [-1.97888, -3.58900, -3.88758], [4.27922, -2.74412, -3.28467], [-0.57983, -3.29700, -3.31575], [-1.94569, -1.87906, -1.73771], [4.42349, -0.22381, -2.93358], [0.10594, -4.02848, 0.22007], [2.76647, -2.55931, -3.38395], [2.98180, -4.99527, 0.30097], [0.00398, 5.16095, -1.84742], [5.02963, -1.45919, -3.63431], [1.76034, -5.91290, 0.46667], [1.82585, 3.53682, -1.94621], [-3.53754, 2.01462, 1.88775], [-1.49942, -1.47813, 2.03181], [0.43076, 3.80388, -1.83687], [-2.74357, -2.29276, -4.12548], [-1.17446, 2.64347, 1.66733], [3.41602, -0.61143, -1.85416], [2.25344, -1.38683, -2.49939], [-0.61852, 5.07345, 1.66269], [2.57573, -3.52257, 0.12258], [-0.47334, 2.77084, -1.65501], [1.24669, -3.43631, -0.63114], [-3.03940, -1.60494, -2.78421], [0.61176, -5.16077, 1.12813], [-0.59172, -2.02586, -2.44407], [-3.75180, 2.58473, 2.79464], [5.00523, -1.31676, -4.71705], [-0.67250, -4.41065, -0.44461], [-0.49732, -1.15769, -3.10657], [1.42676, -6.27535, -0.51072], [-2.46112, 4.12523, 2.00047], [2.50895, -2.34974, -4.42546], [-0.21360, -5.83409, 1.36059], [3.03462, 0.29284, -1.37803], [-0.36675, -3.25681, 0.82207], [-0.63214, 5.69790, 2.55478], [4.54597, -3.06908, -2.27445], [-4.06878, 1.06971, 1.95466], [0.94842, -4.75459, 2.08771], [2.27378, -3.50105, -3.14435], [-3.99658, -1.95635, -2.39266], [-1.92727, -1.06276, -1.01789], [-1.84380, 0.77958, 1.55528], [2.46414, -3.04968, 1.10056], [0.39637, 4.73830, 1.47752], [1.35755, -4.06907, -1.51599], [3.91491, -1.20235, -1.07978], [3.63465, -5.08172, 1.17248], [-3.13428, -0.52627, -2.92595], [-2.54395, -4.20940, -3.18568], [2.76481, -0.75794, 1.10646], [-2.16627, -2.79066, -1.17598], [0.94157, -1.98332, 2.42213], [-0.96166, 5.64776, 0.80396], [-2.14499, -1.63697, -4.76545], [-3.89368, 2.56297, 1.01080], [-1.88178, -4.16974, -4.80624], [4.58878, -3.55241, -3.95024], [1.77037, -0.66059, -3.16174], [2.46102, -1.75781, 3.04541], [-0.24691, -4.16641, -2.74425], [-3.67142, -2.48130, -4.66686], [3.90651, 0.41200, -3.65632], [6.08131, -1.57257, -3.36538], [3.57192, -5.31549, -0.56123], [2.13358, 0.46819, 2.01071], [2.03197, -6.79821, 1.04252], [3.36897, -2.99152, -0.40086], [5.20656, 0.39696, -2.49811], [0.12977, -3.16755, -4.13551]]}

*two*
{"formula": "C26H45IrN7PS4", "method": "ωB97M-V/def2-TZVPD", "lumo_energy_ev": -0.5, "spin_multiplicity": 1, "homo_energy_ev": -7.66, "symbols": ["Ir", "S", "S", "S", "S", "P", "N", "N", "N", "N", "N", "N", "N", "C", "C", "C", "C", "C", "C", "C", "C", "C", "C", "C", "C", "C", "C", "C", "C", "C", "C", "C", "C", "C", "C", "C", "C", "C", "C", "H", "H", "H", "H", "H", "H", "H", "H", "H", "H", "H", "H", "H", "H", "H", "H", "H", "H", "H", "H", "H", "H", "H", "H", "H", "H", "H", "H", "H", "H", "H", "H", "H", "H", "H", "H", "H", "H", "H", "H", "H", "H", "H", "H", "H"], "positions_angstrom": [[-1.32952, 0.57177, 0.94423], [-2.56192, 1.61542, 2.71330], [-2.27818, 4.39315, -1.67895], [-0.83242, -1.39709, 2.24243], [0.20077, 1.83352, 2.19181], [0.26487, 0.06061, -0.76724], [-2.19671, 2.10080, -0.11019], [-3.11869, -1.22896, 3.68826], [-2.77824, -1.87327, -0.36005], [1.29934, 4.41894, 4.68020], [-2.98716, -0.53116, 0.09911], [-1.87689, -3.13602, 3.89472], [-3.04537, 3.87871, 5.62991], [3.35657, 2.78398, -0.04787], [1.23598, -1.50053, -0.41775], [0.91140, 2.75094, -1.25633], [3.29641, -2.95429, -0.85953], [2.62393, -3.85132, 0.17151], [0.39220, 0.80379, -4.56768], [1.91577, 3.72510, -1.88384], [1.91858, -1.54599, 0.95850], [-0.51710, -0.30654, -2.43955], [2.69117, 1.40044, -0.09956], [-2.04117, -1.92601, 3.33947], [-2.07207, 0.35364, -4.30274], [-0.97545, 0.85206, -5.25190], [2.13803, -3.00489, 1.36224], [-0.81428, -4.07475, 3.57727], [-1.67717, 0.61671, -2.85213], [-2.11110, 3.63067, 5.00403], [-0.97564, 3.31554, 4.20909], [-2.22039, 3.08953, -0.74522], [2.29666, -1.94910, -1.45440], [3.35231, 3.43746, -1.42353], [-4.03225, -1.61900, 4.74448], [-1.07933, 2.39293, 3.20329], [0.27270, 3.94054, 4.47391], [1.53333, 1.35979, -1.12170], [0.49130, -0.39344, -3.62570], [-3.50367, -1.82747, 5.67850], [1.86153, 3.65868, -2.97425], [2.86758, -3.04996, 2.17426], [4.37861, 2.67840, 0.32041], [0.00590, 2.73701, -1.85692], [2.33567, 1.14875, 0.90044], [0.43264, -2.25152, -0.42967], [2.87811, -1.03601, 0.89082], [-3.05247, -0.23299, 3.46383], [-1.42141, 1.67100, -2.74702], [-3.67383, -2.34292, -0.44775], [-3.73144, -0.48041, 0.79188], [0.13327, -3.54969, 3.49372], [3.84170, 2.75938, -2.13153], [3.73387, -3.54393, -1.66688], [1.94530, 1.08721, -2.09740], [-0.96143, 0.24187, -6.15820], [2.84892, -1.09115, -1.84144], [3.31748, -4.62238, 0.51072], [-1.19181, 1.87481, -5.56707], [-2.23464, -2.34137, 0.35975], [1.51144, -0.48136, -3.27949], [-3.01813, 0.84843, -4.52577], [1.79524, -2.42055, -2.30035], [1.62384, 4.74256, -1.61851], [1.18603, 0.75177, -5.31527], [-3.27675, 0.03724, -0.69036], [1.78546, -4.37658, -0.29591], [0.28835, -1.30661, -4.19424], [3.43478, 0.64429, -0.36330], [0.56424, 1.72281, -4.00022], [-0.95107, -1.29758, -2.26719], [3.94319, 4.35435, -1.42037], [1.19992, -3.40640, 1.75452], [0.61452, 3.09662, -0.26426], [-0.74798, -4.79404, 4.38997], [1.36546, -1.01511, 1.72895], [2.83101, 3.41676, 0.67172], [-2.62731, -3.47522, 4.47267], [4.12503, -2.42526, -0.38122], [-4.71315, -0.79118, 4.92101], [-1.00768, -4.60179, 2.64109], [-4.62521, -2.49089, 4.45855], [-2.23813, -0.72021, -4.43706], [-2.54325, 0.46695, -2.21301]]}

Which of them is the least stable? Correct choice: *one*.

*one*
{"formula": "CH4Br2Si", "method": "ωB97M-V/def2-TZVPD", "lumo_energy_ev": -0.2, "spin_multiplicity": 1, "homo_energy_ev": -10.27, "symbols": ["Br", "Br", "Si", "C", "H", "H", "H", "H"], "positions_angstrom": [[1.70378, 1.62986, 0.74969], [1.92224, -0.91419, -1.16500], [-0.76562, -0.46555, 0.35904], [0.69501, 0.30398, -0.49698], [0.17513, 1.09086, -1.47390], [-1.97733, 0.52211, 0.43261], [-1.31686, -1.79092, -0.13211], [-0.43636, -0.37615, 1.72663]]}

*two*
{"formula": "CH4Br2Si", "method": "ωB97M-V/def2-TZVPD", "lumo_energy_ev": -0.3, "spin_multiplicity": 1, "homo_energy_ev": -9.51, "symbols": ["Br", "Br", "Si", "C", "H", "H", "H", "H"], "positions_angstrom": [[-2.64299, 1.57425, 0.05922], [-2.53708, -1.57112, -0.02301], [0.08904, -0.07020, 0.46936], [-1.61100, 0.03103, -0.28771], [-0.24878, 0.40537, 1.77805], [-1.13846, 0.17461, -1.97696], [0.75727, 1.18508, -0.09991], [0.82990, -1.25263, 0.41873]]}

Which of them is the least stable? Correct choice: *two*.